--- A ---
# C4H12CsO2

C4H12CsO2 as an isolated structure (the ωB97M-V functional and the def2-TZVPD basis, the OMol25 dataset).

Structure (ORCA input):
```
! RIJCOSX wB97M-V def2-TZVPD def2/J DEFGRID3
* xyz 1 1
Cs -1.02074 -2.80915 0.37690
C 0.63450 0.60093 2.37697
C 1.59139 -0.20231 1.50823
O 1.30814 -1.61008 1.55403
H -0.37638 0.69306 1.98383
H 1.02506 1.61653 2.48957
H 0.61875 0.18335 3.38563
H 2.63218 -0.02955 1.78273
H 1.48748 0.11068 0.46542
H 1.84077 -2.00305 2.25344
C -0.49388 0.27074 -2.73352
C -1.23387 0.77193 -1.49200
O -1.98697 -0.29021 -0.88401
H 0.16730 1.03456 -3.14873
H -1.20597 -0.04480 -3.49429
H 0.16993 -0.55990 -2.48072
H -1.88140 1.61116 -1.75072
H -0.53067 1.13852 -0.74538
H -2.74563 -0.48243 -1.44739
*
```

## Properties
Lowest unoccupied orbital energy   -0.1179 Ha
Kohn-Sham gap   11.07 eV
HOMO   -14.278 eV

natural (NBO) population analysis, charges in e, atoms 1 to 4: Cs 0.9893; C -0.6458; C -0.0702; O -0.7915

=====

--- B ---
# C4H12CsO2

C4H12CsO2 as an isolated structure (the ωB97M-V functional and the def2-TZVPD basis, the OMol25 dataset).

Structure (ORCA input):
```
! RIJCOSX wB97M-V def2-TZVPD def2/J DEFGRID3
* xyz 1 1
Cs 1.56054 -0.22059 -0.59076
C -1.17006 -2.84275 -1.82907
C -0.71302 -3.34975 -0.47646
O -0.36847 -2.23075 0.37606
H -1.13738 -3.67186 -2.53673
H -0.47142 -2.08419 -2.19850
H -2.16968 -2.41586 -1.86786
H 0.18741 -3.95633 -0.60819
H -1.45953 -3.95567 0.03545
H -0.51866 -2.49210 1.28984
C 0.65298 3.74940 0.22463
C 0.99895 2.76872 1.32450
O -0.14629 1.92623 1.50337
H 1.43948 4.48805 0.05824
H -0.26420 4.27089 0.48592
H 0.51404 3.26699 -0.74711
H 1.25820 3.31947 2.23064
H 1.81209 2.08230 1.06369
H -0.00498 1.34779 2.26232
*
```

## Properties
Lowest unoccupied orbital energy   -0.1244 Ha
Kohn-Sham gap   10.66 eV
HOMO   -14.050 eV

natural (NBO) population analysis, charges in e, atoms 1 to 4: Cs 0.9883; C -0.6238; C -0.0689; O -0.7936

=====

The winner here is A, beating the second structure by 36.4 kJ/mol.

=====

--- A ---
# C4H11N3O2

A 2-piece molecular cluster, C4H11N3O2 overall (the ωB97M-V functional and the def2-TZVPD basis, the OMol25 dataset).

Structure (ORCA input):
```
! RIJCOSX wB97M-V def2-TZVPD def2/J DEFGRID3
* xyz 1 2
C 1.54332 -2.64696 2.02446
C 1.46354 -1.45401 1.09290
O 0.28560 -0.98444 1.36949
O 2.24649 -0.86214 0.36444
H 0.75490 -3.28210 1.83583
H 1.43729 -2.37604 3.08095
H 2.55214 -3.16595 1.96058
C 0.03998 2.51886 0.09019
C -1.15252 0.69701 -1.25506
N -1.17822 -0.73148 -1.35061
N -0.46375 1.10527 -0.21732
N -1.69375 1.44449 -2.25121
H -0.64383 -1.30957 -0.56274
H -1.39607 -1.17227 -2.15633
H -0.13234 -0.15619 0.68050
H -1.41586 2.30198 -2.37189
H -2.62968 1.27108 -2.58433
H 0.07235 2.97904 1.10444
H -0.72820 3.15547 -0.47485
H 1.03858 2.66795 -0.37945
*
```

## Properties
Lowest unoccupied orbital energy (spin up / spin down)   -0.1381 / -0.3074 Ha
Kohn-Sham gap (spin up / spin down)   9.73 / 5.00 eV
HOMO (spin up / spin down)   -13.490 / -13.363 eV

natural (NBO) population analysis, charges in e, atoms 1 to 4: C -0.7154; C 0.7882; O -0.7184; O -0.5947

=====

--- B ---
# C4H11N3O2

A 2-piece molecular cluster, C4H11N3O2 overall (the ωB97M-V functional and the def2-TZVPD basis, the OMol25 dataset).

Structure (ORCA input):
```
! RIJCOSX wB97M-V def2-TZVPD def2/J DEFGRID3
* xyz 1 2
C 2.15995 1.72948 -1.18511
C 2.03490 2.27063 0.17451
O 3.35475 2.61505 0.61059
O 1.09090 2.48248 0.88174
H 3.11104 1.47691 -1.65300
H 1.69116 2.25771 -2.01743
H 1.69626 0.71565 -1.28585
C -2.87705 -2.33442 0.61799
C -0.88357 -1.16292 0.01956
N -0.27092 -1.88951 -0.84268
N -1.94058 -1.30156 0.91214
N -0.38108 0.34953 0.16930
H -0.43383 -2.94344 -1.05660
H 3.15801 3.05051 1.54643
H -2.36497 -0.48586 1.21963
H 0.21072 0.40729 0.93540
H 0.09247 0.65873 -0.77823
H -2.47381 -3.03258 -0.16679
H -3.79428 -1.94797 0.36772
H -3.18007 -2.91570 1.53069
*
```

## Properties
Lowest unoccupied orbital energy (spin up / spin down)   -0.1187 / -0.3179 Ha
Kohn-Sham gap (spin up / spin down)   11.15 / 5.64 eV
HOMO (spin up / spin down)   -14.378 / -14.296 eV

natural (NBO) population analysis, charges in e, atoms 1 to 4: C -0.7701; C 0.7960; O -0.6818; O -0.5850

=====

The winner here is A, beating the second structure by 49.4 kJ/mol.